Here is a molecular structure, C18H27ClHfN2O4S from OMol25. Energies are from wB97M-V/def2-TZVPD.

Its LUMO energy (alpha / beta) is 4.8 / 4.7 eV. The HOMO-LUMO gap (alpha / beta) comes out at 2.36 / 2.38 eV. The net charge is -2. As for the energy: -54937.994 eV.

```
54
Properties=species:S:1:pos:R:3:forces:R:3:mulliken_charge:R:1
Hf 0.7564 -1.1690 0.6174 -0.8 2.0 0.3 -1.60
Cl 1.8571 -2.7686 -0.8195 0.9 -0.8 -0.5 -0.41
C 0.5505 0.8276 2.0026 0.9 -0.9 -2.5 2.17
C 0.2727 2.1892 1.8404 0.0 0.3 1.5 -0.38
C 0.1418 2.9739 3.0135 -0.3 -0.1 -1.2 -1.05
C 0.2559 2.3930 4.2799 -0.8 0.8 0.1 1.44
C 0.5805 1.0666 4.4132 -0.4 0.4 -0.4 -1.05
C 0.7704 0.3314 3.2591 0.4 0.0 1.9 -1.15
H 0.1812 2.6458 0.8427 -0.2 -0.1 0.7 0.40
H -0.1822 4.0184 2.8929 0.3 -0.3 0.3 0.19
H 0.5539 0.6070 5.3950 0.4 -0.1 0.0 0.28
H 1.1824 -0.6347 3.4693 -0.4 -0.1 -0.3 0.15
C -0.1401 3.1357 5.5164 -0.1 0.0 0.3 -1.40
H 0.1350 2.5232 6.3722 0.1 0.2 0.3 0.35
H -1.2171 3.2902 5.6012 -0.1 0.0 -0.2 0.25
H 0.3168 4.1117 5.5952 0.3 0.4 0.1 0.37
C -1.4068 -0.3917 -3.2149 -0.9 0.3 -1.4 -0.95
N -1.1333 -1.0764 -2.0758 -0.5 -0.7 0.4 -1.62
H -0.2103 1.1090 -4.2486 -0.1 -0.3 -0.2 0.16
N 0.5572 0.1599 -2.4925 0.8 0.2 0.2 -0.38
H -2.3747 -0.4218 -3.7111 0.9 -0.1 0.0 0.02
C -2.1753 -1.8984 -1.4252 0.3 0.6 0.2 6.53
C -3.4016 -1.8800 -2.3175 -0.3 0.2 0.1 -3.85
C -1.7722 -3.3467 -1.2244 -0.2 -0.6 0.1 -2.19
H -3.2060 -2.3971 -3.2577 -0.1 0.0 -0.1 0.40
H -4.1933 -2.3834 -1.7835 -0.3 -0.3 0.1 0.60
H -3.7528 -0.8652 -2.5251 -0.1 -0.2 0.1 0.72
H -3.1855 -1.9258 0.4286 0.0 0.2 0.2 0.44
H -3.1020 -0.3069 -0.3297 0.5 -0.2 0.3 0.30
H -0.7640 -3.4750 -0.8355 0.0 0.0 0.0 -0.06
C -2.5312 -1.2290 -0.1044 -0.7 0.1 0.4 -2.39
H -1.8768 -3.9260 -2.1494 0.3 0.2 0.0 0.42
H -2.4911 -3.7953 -0.5175 0.3 0.1 -0.1 0.47
H -1.6864 -0.9844 0.5953 -0.7 -0.1 -0.8 0.01
C -0.3395 0.3636 -3.4923 -0.6 0.2 -0.5 0.40
C 3.0131 0.3277 -2.9290 0.7 0.0 0.1 -2.53
H 2.9289 0.0492 -3.9878 -0.2 -0.1 0.3 0.52
H 3.8362 1.0649 -2.8783 -0.2 -0.2 0.1 0.53
C 1.7613 1.0267 -2.4103 -0.4 -0.9 -0.3 7.84
H 2.4684 2.3541 -0.9393 0.3 -0.1 0.4 0.65
C 1.5457 2.2226 -3.3170 -0.1 0.8 0.3 -4.40
H 0.5921 2.7318 -3.1414 0.1 -0.1 0.1 0.83
H 3.3100 -0.5408 -2.3293 -0.2 0.1 -0.1 -0.21
H 2.3978 0.6678 -0.3689 0.1 0.0 0.2 -0.09
H 1.6172 1.9655 -4.3728 0.0 -0.1 -0.1 0.52
H 2.3254 2.9460 -3.1097 0.2 0.1 0.0 0.42
C 1.8915 1.4291 -0.9659 0.1 0.9 -0.4 -2.52
H 0.9025 1.6685 -0.5777 0.1 -0.2 0.1 -0.03
C 0.0301 -0.6476 -1.5104 -0.2 0.7 -0.1 -0.11
O 1.9538 -1.8944 2.1507 0.2 -2.4 1.6 -0.45
S 0.9166 -2.9562 2.7465 -0.6 2.7 -1.6 1.14
O 0.6830 -2.8370 4.1729 0.7 -0.6 -0.8 -0.60
O -0.3379 -2.2170 2.0215 0.9 -1.9 0.1 -0.46
O 1.1947 -4.2320 2.1358 -0.4 0.1 1.0 -0.63
```
Positions in Å, forces in eV/Å.